(w)
Molecular formula: C22H27N3O3S
Method: DFT, ωB97M-V/def2-TZVPD

Results
LUMO level (Eh): -0.014
Structure (SMILES): CCN1CCN(CCCNC(=O)c2cc3c(=O)oc4ccc(C)cc4c3s2)CC1
HOMO energy (eV): -8.0

```
! RIJCOSX wB97M-V def2-TZVPD def2/J DEFGRID3
* xyz 0 1
S 1.8045 0.8294 -0.0837
O 3.1086 -3.0963 2.6247
O 0.7800 1.9095 3.5741
O 3.5540 -3.2513 0.4636
N -1.9499 1.5702 1.1371
N -2.0902 -0.8689 -0.4415
N 0.5126 2.9682 1.5868
C 3.0249 -1.4940 -1.1220
C 3.0543 -1.0529 -2.4471
C 3.6371 -1.3715 -4.8672
C 3.5945 -1.8374 -3.4451
C -4.5993 -1.3145 -0.1700
C -3.2300 -1.7012 -0.7444
C 1.5383 0.8141 1.6404
C -0.2781 4.0522 2.1130
C 2.5189 -1.2473 1.2642
C 4.1133 -3.0910 -3.1059
C -2.4001 2.6703 1.9782
C 0.8975 1.9303 2.3637
C -2.6131 1.5612 -0.1553
C 1.9699 -0.3497 2.2067
C 4.0930 -3.5501 -1.8074
C 3.5491 -2.7574 -0.7999
C -2.0259 0.4468 -1.0307
C -1.5993 -0.8513 0.9174
C 2.5013 -0.7461 -0.0265
C -1.7259 3.9975 1.6226
C 3.0615 -2.5704 1.5442
C -2.1508 0.2849 1.7887
H 0.1779 5.0046 1.8204
H 3.1867 -0.3882 -4.9692
H -1.6077 0.2907 2.7370
H -0.9645 0.6753 -1.1954
H 3.1025 -2.0695 -5.5096
H -1.8148 -1.8101 1.3912
H -4.9219 -0.3451 -0.5419
H 4.6673 -1.3216 -5.2168
H -0.5111 -0.7364 0.8655
H -3.4969 2.7890 1.9180
H -4.5728 -1.2873 0.9164
H 4.4926 -4.5165 -1.5454
H -5.3354 -2.0558 -0.4734
H 4.5391 -3.7105 -3.8809
H 1.8950 -0.5560 3.2583
H 2.6446 -0.0785 -2.6708
H -3.2203 0.1153 2.0044
H -2.1481 2.4264 3.0128
H -1.7501 4.1532 0.5427
H 0.4795 2.8365 0.5876
H -3.7033 1.4254 -0.0389
H -2.4481 2.5206 -0.6515
H -2.5302 0.4318 -1.9987
H -2.2798 4.8124 2.0908
H -2.9805 -2.7089 -0.3964
H -3.3083 -1.7406 -1.8361
H -0.2420 3.9608 3.2012
*
```

---

(x)
Molecular formula: C22H27N3O3S
Method: DFT, ωB97M-V/def2-TZVPD

Results
LUMO level (Eh): -0.001
Structure (SMILES): Cc1ccc(C(=O)N/C(=C\c2cccs2)C(=O)NCCCN2CCOCC2)cc1
HOMO energy (eV): -8.3

```
! RIJCOSX wB97M-V def2-TZVPD def2/J DEFGRID3
* xyz 0 1
S 4.9126 -0.7284 -0.4202
O 1.8080 3.7769 -0.1381
O -5.3634 -0.1552 -1.2967
O 0.3043 0.4733 -1.0814
N 2.1247 0.2348 0.2527
N 0.5938 2.3736 1.1519
N -3.0926 1.2302 -0.2864
C -2.1226 2.3067 -0.1710
C -5.3691 0.4288 -0.0165
C 1.5814 -2.6521 0.0604
C -0.4667 3.3034 1.4605
C -1.1015 -3.2172 0.4495
C -4.0535 -0.5305 -1.6596
C 7.1964 0.3690 -0.7600
C 4.9986 1.0143 -0.3438
C 1.6198 2.6697 0.3255
C 0.6404 -1.6335 -0.0397
C 6.2932 1.4258 -0.5502
C -0.7085 -1.9295 0.1481
C 1.1750 -3.9420 0.3502
C 0.9931 -0.2281 -0.3698
C -4.4429 1.6432 0.0561
C -0.1660 -4.2424 0.5541
C -3.0988 0.6611 -1.6262
C -0.6054 -5.6345 0.8855
C -1.8404 2.6573 1.2912
C 6.5991 -0.8507 -0.7146
C 2.5935 1.5468 0.1180
C 3.8785 1.8706 -0.1251
H 2.7524 -0.4435 0.6629
H -1.4567 -5.9230 0.2719
H 1.9130 -4.7287 0.4142
H -2.4447 3.2091 -0.7179
H -4.4534 2.0404 1.0723
H -1.4332 -1.1334 0.0612
H 0.2000 -6.3472 0.7284
H -3.4265 1.4032 -2.3754
H -6.4025 0.7177 0.1842
H 2.6281 -2.4548 -0.1238
H -4.8129 2.4232 -0.6342
H -1.1997 1.9478 -0.6299
H -2.5948 3.3426 1.6800
H -0.3501 3.6559 2.4936
H 4.0948 2.9298 -0.1688
H 6.5766 2.4628 -0.5502
H -5.0447 -0.3118 0.7315
H -0.3472 4.1553 0.7871
H -1.8821 1.7383 1.8814
H 0.4767 1.4305 1.4863
H 8.2477 0.5074 -0.9383
H -2.1484 -3.4379 0.6006
H 7.0396 -1.8199 -0.8374
H -2.0869 0.3370 -1.8740
H -0.9148 -5.6899 1.9293
H -4.1213 -0.9429 -2.6677
H -3.6899 -1.3094 -0.9718
*
```

---

Tell me which of them is the most stable. Sure, it is (w).

---

(w)
Molecular formula: C2H6N2O4
Method: DFT, ωB97M-V/def2-TZVPD

Results
LUMO level (Eh): -0.060
HOMO energy (eV): -9.7

```
! RIJCOSX wB97M-V def2-TZVPD def2/J DEFGRID3
* xyz 0 1
O -1.3931 -1.6374 0.4829
O -0.5936 0.0665 -1.7732
O -1.3452 1.8271 0.2112
O -2.9588 -0.1506 0.4094
N 1.1827 -0.8603 0.2008
N -1.7617 -0.4987 0.4198
C 0.6215 0.4167 0.6264
C -0.8534 0.6250 0.2252
H 1.3445 1.1610 0.1437
H 0.5830 0.7566 1.5869
H 0.7788 -1.6366 0.8583
H -1.3206 0.5068 -2.2288
H -2.2846 1.7365 0.0361
H 0.8381 -0.8986 -0.8009
*
```

---

(x)
Molecular formula: C2H6N2O4
Method: DFT, ωB97M-V/def2-TZVPD

Results
LUMO level (Eh): 0.001
Structure (SMILES): C[N+](=O)[O-].C[N+](=O)[O-]
HOMO energy (eV): -10.9

```
! RIJCOSX wB97M-V def2-TZVPD def2/J DEFGRID3
* xyz 0 1
O 14.5284 10.6779 -4.7001
O 17.3351 8.8844 -2.9983
O 14.4691 12.7456 -5.2931
O 16.3939 7.1493 -3.8948
N 15.0304 11.7694 -4.8351
N 17.3640 7.8028 -3.5758
C 18.6914 7.2196 -3.8847
C 16.4832 11.9104 -4.5431
H 16.5535 12.4444 -3.6012
H 19.4522 7.9783 -3.7679
H 18.6797 6.8233 -4.8963
H 16.8935 10.9145 -4.4438
H 18.8545 6.3940 -3.1952
H 16.9335 12.4643 -5.3574
*
```

---

Tell me which of them is the most stable. Sure, it is (x).

---

(w)
Molecular formula: C3H7NOS
Method: DFT, ωB97M-V/def2-TZVPD

Results
LUMO level (alpha / beta) (Eh): 0.020 / -0.074
HOMO energy (alpha / beta) (eV): -4.6 / -9.7

```
! RIJCOSX wB97M-V def2-TZVPD def2/J DEFGRID3
* xyz 0 3
S 1.1269 -0.4739 0.7818
O 1.5128 0.0240 -0.7663
N 2.5823 -0.1014 1.4801
C -1.8587 -0.2735 -0.7656
C -2.1307 1.1190 -0.3987
C -1.4473 -1.3661 -0.9405
H 3.1066 -0.9151 1.6086
H 2.7372 0.5427 2.2329
H 1.9935 -0.6624 -1.3277
H -3.0999 1.4619 -0.5364
H -1.9053 1.1471 0.7645
H -1.5877 1.8153 -1.0820
H -1.0298 -2.3176 -1.0508
*
```

---

(x)
Molecular formula: C3H7NOS
Method: DFT, ωB97M-V/def2-TZVPD

Results
LUMO level (alpha / beta) (Eh): 0.015 / -0.118
HOMO energy (alpha / beta) (eV): -4.9 / -10.3

```
! RIJCOSX wB97M-V def2-TZVPD def2/J DEFGRID3
* xyz 0 3
S 1.8744 0.6795 -1.1410
O 0.3304 -2.6002 -0.4558
N 0.7859 -0.4578 -0.9420
C -1.2872 0.1307 1.4943
C -1.7380 0.8705 0.5038
C 1.1356 -1.7231 -0.6358
H -2.3054 0.4443 -0.3051
H -1.5520 1.9304 0.4421
H 1.2016 1.4248 -2.0803
H -1.4698 -0.9285 1.5353
H 1.4992 1.6000 -0.1684
H -0.7098 0.5490 2.3070
H 2.2351 -1.9197 -0.5543
*
```

---

Tell me which of them is the most stable. Sure, it is (w).

---

(w)
Molecular formula: C7H4N2O3
Method: DFT, ωB97M-V/def2-TZVPD

Results
LUMO level (Eh): -0.045
Structure (SMILES): O=[N+]([O-])c1ccc2cnoc2c1
HOMO energy (eV): -10.1

```
! RIJCOSX wB97M-V def2-TZVPD def2/J DEFGRID3
* xyz 0 1
O 1.9285 -1.6897 0.1257
O -3.6322 0.3459 0.3453
O -3.0731 -1.6646 -0.0990
N -2.7371 -0.4975 -0.0176
N 3.0334 -0.9596 0.2089
C -0.9522 1.1711 -0.0498
C -0.4169 -1.2542 -0.0625
C 1.3785 0.5052 -0.0203
C 0.4055 1.4949 -0.0613
C 0.9226 -0.8613 -0.0965
C 2.8173 0.3306 -0.0157
C -1.3274 -0.2171 -0.1823
H 0.6607 2.6220 0.1194
H -0.6728 -2.2857 -0.0374
H 3.5609 1.2032 -0.1029
H -1.8957 1.7568 -0.0540
*
```

---

(x)
Molecular formula: C7H4N2O3
Method: DFT, ωB97M-V/def2-TZVPD

Results
LUMO level (Eh): -0.021
Structure (SMILES): O=[N+]([O-])c1ccc2oncc2c1
HOMO energy (eV): -10.0

```
! RIJCOSX wB97M-V def2-TZVPD def2/J DEFGRID3
* xyz 0 1
O 0.7072 2.8600 1.9993
O 0.0869 -2.7579 -0.5583
O -0.4818 3.3478 0.2712
N 0.1633 2.5702 0.9993
N -0.4467 -2.6603 -1.8585
C -0.2925 0.7815 -0.6408
C 0.1440 -1.4999 -0.1057
C -0.3016 -0.5404 -0.9534
C -0.6585 -1.3988 -2.1102
C 0.1423 1.1415 0.6053
C 0.6657 0.2323 1.5520
C 0.5693 -1.1405 1.2608
H 0.9757 0.4881 2.4925
H -0.8186 1.5925 -1.5093
H 0.8710 -2.0441 1.6792
H -1.3258 -0.9719 -3.1235
*
```

---

Tell me which of them is the most stable. Sure, it is (w).

---

(w)
Molecular formula: C7H10N2O
Method: DFT, ωB97M-V/def2-TZVPD

Results
LUMO level (Eh): 0.025
Structure (SMILES): N#CCC1=CC[C@H]2N[C@@H]12.O
HOMO energy (eV): -9.8

```
! RIJCOSX wB97M-V def2-TZVPD def2/J DEFGRID3
* xyz 0 1
O 1.4844 -1.6371 -2.5046
N -0.4148 -1.4514 -0.4305
N 0.3140 0.7427 4.2495
C 0.2082 0.6475 0.7367
C -0.7260 -0.5210 0.6720
C -1.4373 -0.4197 -0.6276
C 0.7173 0.8352 3.1677
C 0.0617 1.4047 -0.3608
C -0.9341 0.8269 -1.3385
C 1.2594 0.8359 1.7999
H 0.6057 2.3308 -0.5541
H 1.7977 1.7826 1.6519
H 2.0128 0.0332 1.7497
H -0.8546 -2.3539 -0.2651
H 0.8887 -1.5043 -1.7340
H -2.4716 -0.7434 -0.7431
H -1.1820 -0.9408 1.5696
H -1.7588 1.5333 -1.5190
H -0.4857 0.6029 -2.3184
H 0.9150 -2.0041 -3.2014
*
```

---

(x)
Molecular formula: C7H10N2O
Method: DFT, ωB97M-V/def2-TZVPD

Results
LUMO level (Eh): 0.031
HOMO energy (eV): -8.1

```
! RIJCOSX wB97M-V def2-TZVPD def2/J DEFGRID3
* xyz 0 1
O -0.7410 2.3652 0.0062
N -0.9792 -1.6581 -0.2271
N 1.0515 0.7524 0.6391
C 0.7986 1.0885 -1.3710
C 0.8053 0.1962 1.9119
C 2.1508 -1.2101 -0.6252
C 1.3905 0.0993 -0.5951
C 0.2002 1.6039 -0.1611
C -1.8513 -0.9262 -0.3705
C -2.9573 0.0555 -0.4488
H 1.7774 -0.0756 2.3143
H -3.9072 -0.3656 -1.0273
H -3.1889 0.1036 0.6109
H 1.9981 -1.5428 -1.6212
H 0.5322 1.0678 2.6191
H -2.5448 0.9047 -0.9349
H 0.6391 1.1098 -2.4450
H 3.1971 -1.1145 -0.2548
H 0.0513 -0.6392 1.9195
H 1.5775 -1.8148 0.0608
*
```

---

Tell me which of them is the most stable. Sure, it is (w).

---

(w)
Molecular formula: C5H3Cl3
Method: DFT, ωB97M-V/def2-TZVPD

Results
LUMO level (Eh): 0.011
Structure (SMILES): ClC1=C(Cl)[C@@H](Cl)C=C1
HOMO energy (eV): -9.1

```
! RIJCOSX wB97M-V def2-TZVPD def2/J DEFGRID3
* xyz 0 1
Cl 2.8078 0.5441 -0.6275
Cl -2.3077 0.5395 -0.8790
Cl 0.1024 2.8609 -0.0479
C 0.7074 -1.1389 -0.1563
C 1.1538 0.2711 -0.3302
C -0.5146 -1.1568 0.3069
C -1.0097 0.2735 0.2283
C 0.1739 1.1354 -0.0716
H 1.4189 -1.9602 -0.2540
H -1.2021 -1.9810 0.6048
H -1.3301 0.6124 1.2266
*
```

---

(x)
Molecular formula: C5H3Cl3
Method: DFT, ωB97M-V/def2-TZVPD

Results
LUMO level (Eh): -0.036
Structure (SMILES): C#C/C=C/C(Cl)(Cl)Cl
HOMO energy (eV): -9.4

```
! RIJCOSX wB97M-V def2-TZVPD def2/J DEFGRID3
* xyz 0 1
Cl 1.3533 1.5863 -0.5222
Cl 1.0124 -0.2994 1.7081
Cl 1.4549 -1.2955 -0.9604
C 0.5590 -0.1389 -0.0886
C -0.8257 -0.3577 -0.2411
C -4.2814 -0.3434 -0.0157
C -1.8104 0.7678 -0.0401
C -3.1506 0.1222 -0.1942
H -5.2897 -0.5237 -0.1764
H -1.0078 -1.6141 -0.4425
H -1.5984 1.9846 0.2628
*
```

---

Tell me which of them is the most stable. Sure, it is (w).

---

(w)
Molecular formula: C10H15N2O3
Method: DFT, ωB97M-V/def2-TZVPD

Results
LUMO level (Eh): -0.219
Structure (SMILES): C/N=[N+]1\C=C[C@H](C(=O)OC(C)(C)C)C1=O
HOMO energy (eV): -13.8

```
! RIJCOSX wB97M-V def2-TZVPD def2/J DEFGRID3
* xyz 1 1
O -0.4216 -0.8051 0.0809
O -0.3490 1.0905 -1.1312
O 3.0031 -0.1565 0.7158
N 2.1712 -1.5871 2.5715
N 1.4876 -0.5787 2.4023
C -0.0611 0.3032 -0.1510
C -0.3324 -0.5521 -2.9726
C 2.0837 -2.2883 3.7772
C 1.9889 0.1556 1.1833
C 0.0906 1.1949 2.1769
C 0.9017 1.1581 0.8205
C 0.4289 0.1778 2.9468
C -2.3680 -0.1611 -1.8118
C -1.1156 0.4941 -2.2727
C -1.3466 1.8060 -3.1108
H -1.7269 2.4767 -2.4435
H 0.1983 -1.0605 -2.1020
H -0.8678 -1.2606 -3.6437
H 0.0222 0.0478 3.9169
H 2.0944 -1.4913 4.6468
H 1.1570 2.1353 0.4337
H -0.6825 1.9081 2.4417
H -3.0696 0.6010 -1.4080
H -2.1671 1.5776 -3.8992
H -0.4534 2.2936 -3.6019
H -2.2742 -0.7719 -0.9199
H 1.1909 -2.8313 3.8425
H 0.4713 -0.1752 -3.6707
H -2.9787 -0.6535 -2.6081
H 2.9244 -3.0471 3.7904
*
```

---

(x)
Molecular formula: C10H15N2O3
Method: DFT, ωB97M-V/def2-TZVPD

Results
LUMO level (alpha / beta) (Eh): -0.143 / -0.143
HOMO energy (alpha / beta) (eV): -9.5 / -9.5

```
! RIJCOSX wB97M-V def2-TZVPD def2/J DEFGRID3
* xyz 1 1
O 1.4836 -1.5877 0.4776
O 3.3764 -1.6739 -0.8148
O -0.3195 -1.6908 1.8375
N 0.4913 0.5718 1.2545
N -2.2064 0.4777 -0.3803
C 0.6188 0.8638 2.6594
C 0.3246 -0.9124 0.9119
C -2.9987 -1.7505 -0.3752
C -2.5717 0.6215 -1.6775
C -2.4305 -0.6653 0.2883
C 2.5515 -1.0031 0.0971
C 2.8490 0.4294 0.4352
C -3.2668 -1.6371 -1.8046
C 1.4478 1.1888 0.3589
C -3.0662 -0.4785 -2.4251
H 3.7065 0.8205 0.0027
H -0.1618 0.4378 3.1970
H -1.7561 1.2259 0.0874
H -3.6805 -2.5387 -2.3328
H 2.8187 -2.2708 -1.4469
H 0.5926 1.9814 2.8703
H 1.1504 1.2418 -0.7175
H 1.5091 0.2471 3.2296
H -3.2679 -0.3782 -3.5086
H 3.0866 0.3785 1.5476
H -1.9998 -0.6786 1.2126
H -2.2805 1.5986 -2.1285
H 0.3466 -2.3127 2.2706
H 1.7109 2.2791 0.4543
H -3.0453 -2.6617 0.0797
*
```

---

Tell me which of them is the most stable. Sure, it is (w).

---

(w)
Molecular formula: C6H17N2
Method: DFT, ωB97M-V/def2-TZVPD

Results
LUMO level (Eh): -0.120
HOMO energy (eV): -14.8

```
! RIJCOSX wB97M-V def2-TZVPD def2/J DEFGRID3
* xyz 1 1
N 1.5008 0.0202 -1.2165
N -0.0136 1.3698 -2.3309
C -0.5084 -0.1253 1.7707
C -1.5057 -0.2053 0.6098
C 2.7124 -0.7999 -1.1559
C -0.2670 -1.4518 2.5086
C 1.0346 0.5803 -2.2841
C -2.1548 1.1581 0.3544
H -2.7143 1.2110 -0.5807
H 0.4490 0.3027 1.4505
H -1.0097 -0.6137 -0.2793
H -2.8147 1.4471 1.1726
H -0.6271 1.5421 -1.5445
H -2.3218 -0.9011 0.8066
H 0.3082 -1.2990 3.4183
H -0.9165 0.5674 2.5108
H -1.2169 -1.9162 2.7499
H 0.9892 0.1039 -0.3507
H -0.3932 1.7257 -3.1940
H 3.0738 -0.9834 -2.1627
H -1.4111 1.9674 0.3538
H 0.3386 -2.1126 1.8835
H 3.4787 -0.2807 -0.5862
H 1.4945 0.4264 -3.2557
H 2.4947 -1.7332 -0.6483
*
```

---

(x)
Molecular formula: C6H17N2
Method: DFT, ωB97M-V/def2-TZVPD

Results
LUMO level (Eh): -0.138
HOMO energy (eV): -11.3

```
! RIJCOSX wB97M-V def2-TZVPD def2/J DEFGRID3
* xyz 1 1
N 0.5070 0.2426 2.1608
N -0.2101 -1.5651 -1.5603
C 1.5433 -0.3636 1.2818
C 0.0564 -0.0665 -1.5239
C -0.7080 0.6301 -2.6680
C -0.7443 -0.3592 4.1411
C 0.4124 -0.3554 3.4710
C -0.6697 2.1495 -2.4319
H 1.6195 0.2675 0.3425
H -1.7459 0.2432 -2.5826
H 1.2428 -1.3746 0.9456
H 1.1603 0.0640 -1.6127
H -1.1925 -1.5869 -1.8119
H -1.6276 -0.0120 3.5734
H 0.3832 2.4112 -2.5784
H -0.9202 2.3673 -1.3941
H -0.8734 -0.9143 5.0752
H -0.4316 0.1317 1.7099
H 0.3904 -2.0183 -2.2252
H -0.3337 0.2575 -3.6394
H 2.4709 -0.4148 1.7378
H -0.2840 0.2926 -0.5111
H 1.3453 -0.7203 3.8837
H -1.3186 2.6877 -3.1484
H -0.0720 -1.9937 -0.6352
*
```

---

Tell me which of them is the most stable. Sure, it is (w).